1.
Molecular formula: C5H13NO2
Method: DFT, ωB97M-V/def2-TZVPD

XYZ file:
```
21
Properties=species:S:1:pos:R:3:forces:R:3
C -2.045 2.009 1.150 -0.7 0.9 0.2
C -1.454 0.759 0.513 0.4 1.2 0.8
O -2.144 -0.407 0.838 0.6 0.0 0.0
N 0.072 0.651 1.131 -0.5 0.6 -0.1
O 0.836 1.545 0.872 -1.4 -0.6 0.2
H -1.369 2.793 1.485 0.7 -0.2 -0.4
H -2.698 2.506 0.431 -0.2 -0.1 0.1
H -2.634 1.846 2.054 -0.1 -0.6 -0.1
H -1.517 0.860 -0.578 0.6 -0.1 0.3
H -2.011 -0.585 1.777 0.0 0.0 0.0
C 1.855 -0.011 -1.384 0.2 0.5 -0.2
C 0.808 -0.968 -0.872 -2.3 0.5 0.6
C 1.347 -2.288 -0.354 -0.2 0.2 0.1
H 2.875 -0.362 -1.224 0.0 -0.2 0.1
H 1.813 0.972 -0.907 -0.1 0.0 0.0
H 1.749 0.167 -2.453 0.0 0.0 -0.1
H 0.050 -1.156 -1.638 0.3 -0.3 -0.5
H -0.002 -0.461 -0.144 2.6 -1.6 -1.2
H 0.551 -2.894 0.074 0.0 -0.1 0.0
H 2.115 -2.129 0.402 0.0 0.0 0.1
H 1.803 -2.849 -1.173 0.0 0.0 0.0
```
Forces are in eV/Å.

* multiplicity: 1
* HOMO level: -8.79 eV
* structure (SMILES): C[C@H](O)N=O.CCC
* gap between HOMO and LUMO: 8.85 eV
* LUMO energy: 0.059 eV
* energy relative to the best compared isomer or geometry (same formula, charge and spin): 457.88 kJ/mol
* F_max: 3.33 eV/A
* E: -10977.1334 eV

2.
Molecular formula: C4H10N2O
Method: DFT, ωB97M-V/def2-TZVPD

XYZ file:
```
17
Properties=species:S:1:pos:R:3:forces:R:3
C -2.075 -1.329 -0.526 0.2 0.0 0.0
N -0.695 -0.973 -0.263 0.9 1.4 0.2
C -0.391 0.181 0.228 -0.7 -3.4 1.0
O -1.303 1.089 0.675 0.1 0.4 0.0
C 1.043 0.558 0.573 -1.3 1.4 -2.1
C 2.088 -0.466 0.179 0.1 -0.2 0.0
N 1.140 1.816 -0.284 1.2 -0.2 1.1
H -2.686 -1.287 0.382 -0.2 0.1 0.0
H -2.518 -0.690 -1.297 -0.1 0.0 0.0
H -2.116 -2.364 -0.880 0.0 0.2 0.0
H -2.203 0.746 0.604 0.2 -0.1 -0.2
H 1.112 0.819 1.632 0.0 0.2 -0.2
H 2.071 -0.678 -0.896 -0.2 0.1 0.2
H 3.093 -0.107 0.428 -0.3 0.1 0.0
H 1.915 -1.415 0.698 0.0 0.2 -0.1
H 1.066 1.589 -1.274 -0.2 0.1 0.4
H 0.461 2.513 0.024 0.2 -0.4 -0.5
```
Forces are in eV/Å.

* multiplicity: 1
* HOMO level: -8.94 eV
* structure (SMILES): C/N=C(\O)[C@@H](C)N
* gap between HOMO and LUMO: 9.65 eV
* LUMO energy: 0.707 eV
* energy relative to the best compared isomer or geometry (same formula, charge and spin): 163.50 kJ/mol
* F_max: 3.59 eV/A
* E: -9337.2929 eV

3.
Molecular formula: CHClINO
Method: DFT, ωB97M-V/def2-TZVPD

XYZ file:
```
6
Properties=species:S:1:pos:R:3:forces:R:3
O 3.322 -1.430 2.049 -0.7 -1.2 2.0
C 3.560 -0.858 1.094 0.2 0.9 -1.0
N 4.011 -0.358 0.099 0.7 0.4 -1.3
Cl 3.516 0.852 -0.938 0.1 -0.2 0.2
I -0.110 1.372 0.487 0.3 -0.1 -0.1
H 1.334 1.008 -0.182 -0.6 0.2 0.2
```
Forces are in eV/Å.

* multiplicity: 1
* HOMO level: -10.10 eV
* structure (SMILES): O=C=NCl.I
* gap between HOMO and LUMO: 9.90 eV
* LUMO energy: -0.205 eV
* energy relative to the best compared isomer or geometry (same formula, charge and spin): 4.64 kJ/mol
* F_max: 2.41 eV/A
* E: -25212.0897 eV

4.
Molecular formula: C48H120N8O16
Method: DFT, ωB97M-V/def2-TZVPD

XYZ file:
```
192
Properties=species:S:1:pos:R:3:forces:R:3
C 1.457 2.820 7.888 1.8 -0.2 -0.6
O 1.950 2.259 6.660 -1.3 0.2 0.0
C 3.358 2.274 6.559 -1.1 -0.4 -0.7
C 3.779 1.546 5.274 -1.3 1.1 -0.1
N 3.198 0.208 5.286 -0.4 -0.2 -1.0
C 3.477 -0.412 3.969 0.3 -0.7 1.1
C 2.612 -1.656 3.827 0.5 0.3 0.0
O 2.658 -2.054 2.452 0.3 1.1 1.4
C 2.099 -3.287 2.247 -0.4 -1.9 -1.1
H 1.552 2.075 8.674 -0.4 -0.1 0.2
H 0.455 3.172 7.734 -0.5 0.0 0.0
H 2.112 3.657 8.184 -0.3 0.0 -0.1
H 3.723 1.705 7.391 0.8 -0.2 0.7
H 3.617 3.319 6.613 0.9 0.4 -0.1
H 4.872 1.514 5.340 -0.1 -0.2 -0.6
H 3.396 2.096 4.314 1.0 -0.4 1.6
H 2.161 0.299 5.290 1.0 0.3 0.4
H 4.559 -0.710 3.934 -0.9 0.5 -0.3
H 3.198 0.291 3.183 0.3 -0.1 -0.4
H 1.602 -1.423 4.175 -0.4 0.0 -0.4
H 2.946 -2.440 4.525 0.2 -0.1 -0.4
H 1.046 -3.347 2.575 0.2 0.1 0.1
H 2.670 -4.137 2.754 -0.5 1.0 -0.7
H 2.081 -3.402 1.127 0.2 -0.4 1.1
C -3.530 0.454 -0.518 -0.8 2.0 -0.8
O -2.360 -0.240 -0.340 1.0 -0.1 0.4
C -1.614 0.094 0.852 0.4 -1.1 -1.1
C -0.122 -0.033 0.505 -0.9 -0.5 0.5
N 0.236 -1.393 0.105 -1.3 0.9 2.2
C 0.210 -1.676 -1.262 0.2 0.5 -1.4
C 1.093 -2.832 -1.587 0.6 -0.7 -1.8
O 2.496 -2.531 -1.453 -1.7 0.3 0.7
C 3.348 -3.538 -1.918 -1.5 -0.8 -0.7
H -4.019 0.042 -1.394 -0.4 -0.4 0.0
H -3.343 1.521 -0.862 -0.1 -0.8 0.7
H -4.244 0.507 0.338 0.5 -0.3 -0.3
H -1.931 -0.691 1.554 0.3 0.7 0.4
H -1.793 1.114 1.168 -0.4 0.2 0.3
H 0.468 0.224 1.393 -0.2 0.0 -0.1
H 0.086 0.694 -0.279 0.2 0.2 -0.3
H 1.136 -1.530 0.470 1.5 -0.5 0.4
H 0.566 -0.770 -1.782 0.0 -0.4 -0.5
H -0.798 -1.897 -1.654 0.2 0.1 0.3
H 0.880 -3.096 -2.647 0.3 0.1 0.3
H 0.842 -3.734 -1.023 0.0 0.0 0.4
H 2.914 -4.557 -1.986 -0.4 0.5 0.1
H 4.103 -3.640 -1.206 1.8 0.1 0.8
H 3.648 -3.286 -2.918 0.7 0.1 -0.5
C -1.233 -5.690 2.489 -0.2 -0.9 0.6
O -2.116 -4.705 2.018 -0.7 -0.2 1.6
C -1.962 -4.257 0.706 -1.4 0.8 0.0
C -3.171 -3.278 0.384 -0.2 -1.1 -0.3
N -4.524 -3.891 0.224 0.8 -0.7 -0.7
C -5.571 -2.926 -0.060 -0.2 -0.2 1.1
C -6.029 -2.140 1.130 -0.6 1.9 1.3
O -6.849 -2.945 2.003 1.1 0.2 -0.5
C -7.283 -2.247 3.142 -2.2 0.1 -0.3
H -1.617 -6.136 3.477 0.4 0.9 -1.5
H -0.231 -5.290 2.662 0.1 0.1 0.1
H -1.119 -6.522 1.771 -0.2 0.2 0.1
H -2.018 -5.162 0.083 0.2 0.5 -0.5
H -1.020 -3.684 0.630 -0.2 -0.2 -0.4
H -2.890 -2.739 -0.521 -0.2 -0.1 -0.3
H -3.333 -2.506 1.109 1.0 0.5 1.0
H -4.792 -4.423 1.034 0.2 -0.2 0.3
H -6.514 -3.397 -0.348 0.4 -0.3 -0.9
H -5.155 -2.226 -0.760 -0.3 0.3 -0.8
H -6.602 -1.206 0.863 0.1 -0.9 -0.3
H -5.178 -1.677 1.669 -0.1 -0.6 0.3
H -7.537 -2.959 3.944 0.5 0.2 -0.3
H -8.262 -1.718 2.924 0.8 -0.4 0.0
H -6.613 -1.469 3.460 0.7 0.1 0.3
C -1.750 2.180 -3.125 1.9 -2.2 -1.2
O -0.566 2.149 -4.021 -1.5 0.4 0.9
C 0.541 1.505 -3.429 -0.8 -0.5 1.0
C 1.755 1.797 -4.330 -0.5 -1.1 1.6
N 2.245 3.121 -4.209 0.7 0.5 0.4
C 2.524 3.494 -2.828 0.4 1.7 -0.1
C 3.513 4.708 -2.875 -0.9 -1.7 0.3
O 2.780 5.808 -3.328 -0.4 0.3 -0.4
C 3.675 6.859 -3.620 -0.5 -0.3 -1.1
H -1.738 1.195 -2.594 -0.3 0.6 -0.3
H -2.632 2.231 -3.767 0.1 0.4 0.3
H -1.644 2.947 -2.386 -0.1 0.8 0.3
H 0.283 0.422 -3.214 0.5 0.8 -0.9
H 0.686 1.867 -2.368 0.1 0.1 -0.9
H 1.481 1.577 -5.343 0.0 -0.3 -0.6
H 2.563 1.151 -3.955 -0.1 -0.3 -0.5
H 1.750 3.821 -4.738 -0.3 0.0 0.3
H 2.876 2.623 -2.257 0.4 0.3 -0.3
H 1.653 3.870 -2.271 -0.2 -0.1 -0.1
H 4.253 4.432 -3.621 0.6 0.1 0.0
H 3.966 4.940 -1.907 0.1 -0.2 0.1
H 4.429 6.467 -4.362 -0.6 0.9 0.4
H 4.160 7.123 -2.713 0.9 0.5 0.9
H 3.088 7.742 -3.949 0.5 -0.7 -0.2
C 0.368 2.809 3.438 -0.4 -0.9 -1.1
O -0.042 1.532 3.899 0.1 1.0 -0.6
C -1.010 1.782 4.870 -0.2 -2.2 0.7
C -1.481 0.379 5.299 0.5 0.2 0.4
N -1.946 -0.422 4.181 -0.9 0.2 0.2
C -2.738 -1.628 4.454 0.5 0.0 1.7
C -1.845 -2.860 4.726 0.5 1.0 -0.6
O -0.722 -2.465 5.541 0.0 -1.3 0.7
C -0.123 -3.604 6.227 -1.3 0.2 -0.1
H -0.432 3.335 2.863 0.3 -0.4 0.3
H 1.187 2.563 2.779 0.5 0.7 -0.2
H 0.608 3.407 4.293 0.7 0.6 0.4
H -1.792 2.414 4.446 -0.3 0.1 0.2
H -0.503 2.213 5.746 -0.4 0.4 -0.1
H -2.308 0.503 5.994 0.0 -0.2 0.3
H -0.600 -0.090 5.820 -0.8 0.3 -0.2
H -1.159 -0.715 3.633 0.4 0.1 -0.3
H -3.384 -1.780 3.625 -0.4 -0.6 -1.1
H -3.486 -1.557 5.301 1.1 0.6 -0.5
H -1.522 -3.337 3.800 0.4 0.3 -0.2
H -2.450 -3.603 5.170 -0.7 -1.0 1.1
H 0.113 -4.381 5.504 0.4 0.0 -0.2
H -0.825 -4.087 6.943 0.0 0.5 -0.4
H 0.744 -3.315 6.824 0.0 0.3 -0.5
C 4.570 1.725 1.400 0.3 -0.3 2.5
O 5.215 2.315 0.348 1.2 1.0 -1.9
C 6.113 1.558 -0.487 -0.4 -1.7 1.7
C 5.950 1.896 -1.939 -0.6 1.7 -0.8
N 7.123 1.528 -2.701 -1.0 2.0 0.1
C 6.884 1.227 -4.084 0.2 -1.8 1.1
C 8.239 0.907 -4.652 1.0 -0.5 -1.0
O 8.661 -0.316 -3.995 -0.1 0.5 -0.8
C 9.873 -0.815 -4.504 0.8 0.4 0.5
H 4.018 0.810 1.148 0.0 0.1 -0.2
H 3.872 2.515 1.798 0.5 -0.9 -0.3
H 5.272 1.436 2.292 -0.9 0.5 -1.4
H 5.850 0.500 -0.304 0.2 0.1 -0.2
H 7.192 1.631 -0.161 -1.0 0.5 -0.3
H 5.873 3.033 -1.946 -0.3 -1.2 -0.3
H 5.025 1.454 -2.442 0.8 0.5 1.0
H 7.658 0.838 -2.276 0.9 -1.5 0.8
H 6.308 2.008 -4.539 0.1 0.5 -0.5
H 6.288 0.269 -4.123 0.2 0.7 -0.5
H 9.033 1.686 -4.435 -1.0 -0.5 -0.3
H 8.170 0.710 -5.754 0.2 0.2 0.7
H 9.937 -0.980 -5.573 -0.7 -0.1 -0.4
H 10.099 -1.730 -3.991 -0.2 -0.6 0.2
H 10.735 -0.173 -4.292 -0.1 0.4 0.2
C -5.481 1.928 3.781 0.0 -0.1 -0.9
O -5.410 2.778 2.637 0.4 0.2 0.6
C -4.116 3.007 2.100 -0.5 1.3 0.0
C -4.313 3.598 0.712 0.1 0.8 1.1
N -4.619 5.077 0.778 0.4 -2.4 0.2
C -4.891 5.569 -0.536 0.1 2.1 -0.5
C -6.125 5.076 -1.325 1.3 -0.3 -0.5
O -5.662 3.831 -1.973 0.4 2.3 1.7
C -6.621 3.154 -2.653 -1.3 -0.8 -0.6
H -6.542 1.853 3.906 -0.6 -0.4 0.5
H -5.046 2.279 4.732 0.2 0.2 -0.6
H -5.083 0.940 3.506 0.1 0.1 0.3
H -3.553 2.090 2.076 0.3 -0.5 0.0
H -3.580 3.789 2.673 0.0 -0.5 0.2
H -5.098 3.037 0.229 -0.2 -0.2 -0.4
H -3.383 3.464 0.179 0.2 0.1 -0.4
H -5.454 5.157 1.332 -0.3 0.1 0.4
H -3.963 5.430 -1.140 -0.8 -0.1 0.1
H -4.973 6.687 -0.402 -0.1 -0.9 -0.4
H -6.360 5.890 -2.054 0.1 -0.8 0.0
H -7.048 4.939 -0.714 0.7 -0.3 -0.2
H -6.194 2.207 -2.967 -0.1 -0.4 0.2
H -6.885 3.651 -3.578 -0.4 0.4 -0.4
H -7.530 2.998 -2.036 0.2 -0.1 -0.3
C -3.007 -4.645 -2.833 1.2 0.1 -1.0
O -2.905 -4.025 -4.125 -0.3 -0.8 0.3
C -2.717 -2.632 -4.189 0.3 0.2 0.4
C -2.448 -2.330 -5.676 1.7 0.3 0.8
N -1.125 -2.801 -6.157 0.2 0.9 0.2
C -0.036 -1.815 -5.861 -2.0 -0.6 0.6
C 1.229 -2.223 -6.457 3.0 -1.4 1.8
O 1.613 -3.510 -5.821 0.1 0.8 -1.2
C 2.695 -4.086 -6.553 -0.6 1.1 -0.4
H -2.084 -4.438 -2.271 -0.3 0.4 0.3
H -2.947 -5.729 -2.995 -0.5 0.3 -0.1
H -3.909 -4.371 -2.300 -0.1 0.1 0.2
H -1.803 -2.352 -3.536 -1.5 0.0 -0.8
H -3.671 -2.089 -3.899 1.0 -0.4 0.2
H -2.427 -1.225 -5.799 -0.4 -0.7 -0.1
H -3.223 -2.809 -6.258 -0.3 0.1 -0.2
H -0.886 -3.734 -5.849 -0.1 0.0 0.3
H 0.064 -1.545 -4.786 0.0 -0.2 -0.4
H -0.377 -0.965 -6.404 -0.1 1.2 -0.2
H 2.127 -1.545 -6.229 -1.4 -0.4 -0.4
H 1.153 -2.389 -7.506 -0.2 0.0 -1.0
H 3.022 -4.926 -5.991 0.7 -0.5 0.5
H 3.474 -3.315 -6.748 -0.1 -0.6 0.4
H 2.393 -4.462 -7.539 -0.3 0.1 0.0
```
Forces are in eV/Å.

* multiplicity: 1
* HOMO level: -8.27 eV
* structure (SMILES): COCCNCCOC.COCCNCCOC.COCCNCCOC.COCCNCCOC.COCCNCCOC.COCCNCCOC.COCCNCCOC.COCCNCCOC
* gap between HOMO and LUMO: 8.94 eV
* LUMO energy: 0.671 eV
* energy relative to the best compared isomer or geometry (same formula, charge and spin): 364.74 kJ/mol
* F_max: 3.76 eV/A
* E: -96388.9580 eV